Run one
The following is a DFT calculation (the ωB97M-V functional and the def2-TZVPD basis) of a 3-piece molecular cluster, C4H11N2O2 overall.

E_LUMO: -2.614 eV
frontier orbital gap: 10.950 eV

Structure (ORCA input):
```
! RIJCOSX wB97M-V def2-TZVPD def2/J DEFGRID3
* xyz 1 1
C 1.3119 -0.9539 -1.6787
C 0.0805 -0.2994 -1.1707
C -1.1911 -0.3799 -1.6081
N -1.9667 0.2703 -0.6717
C -1.1744 0.9048 0.1788
N 0.0639 0.5268 -0.0527
H 1.9631 -1.3287 -0.8970
H 1.8726 -0.3456 -2.3772
H 1.0035 -1.8106 -2.2894
H -1.4711 -0.8769 -2.5183
H -2.9403 0.5172 -0.7242
H -1.5350 1.6710 0.8468
H 0.8790 0.8910 0.4583
H -0.1511 -0.9717 3.6762
H -1.2500 -1.6257 2.8310
O -0.6748 -0.8543 2.8782
H 3.0618 0.5070 1.5132
H 3.1940 1.6600 0.5565
O 2.5715 0.9605 0.8139
*
```



Run two
The following is a DFT calculation (the ωB97M-V functional and the def2-TZVPD basis) of a 3-piece molecular cluster, C4H11N2O2 overall.

E_LUMO: -2.802 eV
frontier orbital gap: 10.477 eV

Structure (ORCA input):
```
! RIJCOSX wB97M-V def2-TZVPD def2/J DEFGRID3
* xyz 1 1
C -1.0215 -1.2909 -2.8149
C -0.4624 -1.0417 -1.4578
C -0.8090 -1.4271 -0.0957
N -0.1581 -0.5706 0.7664
C 0.6461 0.2218 0.1231
N 0.4166 0.0635 -1.2285
H -1.1381 -0.3509 -3.4277
H -2.0059 -1.5752 -2.7301
H -0.5159 -2.1154 -3.3305
H -1.6349 -2.0296 0.3389
H -0.4464 -0.6277 1.7267
H 1.2716 0.9182 0.6431
H 0.8986 0.6215 -2.0219
H 2.1716 1.0604 2.8429
H 2.9885 0.2357 1.7524
O 2.2793 0.4379 2.2381
H -0.5147 3.1885 2.0437
H -1.3854 2.1362 2.5732
O -0.5800 2.1453 2.0585
*
```



Least stable = run two



Run one
The following is a DFT calculation (the ωB97M-V functional and the def2-TZVPD basis) of one molecule with the formula C22H28N2O5S.

E_LUMO: 0.573 eV
frontier orbital gap: 8.398 eV
SMILES: COc1ccc(OC)c(S(=O)(=O)N2CCC(C(=O)Nc3ccc(C)c(C)c3)CC2)c1

Structure (ORCA input):
```
! RIJCOSX wB97M-V def2-TZVPD def2/J DEFGRID3
* xyz 0 1
C 5.7560 -1.6781 -0.1384
O 5.3709 -2.5653 -1.1663
C 4.0621 -2.6365 -1.4997
C 3.7316 -3.5176 -2.5352
C 2.4258 -3.6631 -2.9465
C 1.4023 -2.9364 -2.3369
O 0.0914 -3.1313 -2.6989
C -0.2998 -2.4844 -3.9016
C 1.7378 -2.0558 -1.3210
S 0.5075 -1.0419 -0.4974
O 1.2153 -0.0568 0.2685
O -0.4416 -0.5572 -1.4689
N -0.2212 -2.1010 0.5451
C -1.4158 -2.7646 0.0764
C -2.6857 -1.9587 0.3791
C -2.6482 -1.3459 1.7903
C -2.5073 0.1811 1.8983
O -2.9526 0.7327 2.8872
N -1.8688 0.8066 0.8863
C -1.5922 2.1759 0.7479
C -0.9076 2.5780 -0.3950
C -0.6170 3.9140 -0.5849
C -0.9981 4.8777 0.3393
C -0.6748 6.3228 0.1070
C -1.6873 4.4739 1.4852
C -2.1195 5.4797 2.5092
C -1.9765 3.1316 1.6803
C -1.5313 -1.9808 2.6344
C -0.1619 -1.8327 1.9719
C 3.0448 -1.9056 -0.8951
H 5.5051 -0.6436 -0.3885
H 6.8366 -1.7804 -0.0552
H 5.2899 -1.9446 0.8144
H 4.5250 -4.0804 -3.0008
H 2.1782 -4.3531 -3.7389
H -0.3586 -1.4040 -3.7443
H -1.2865 -2.8747 -4.1430
H 0.3958 -2.7057 -4.7160
H -1.4600 -3.7488 0.5522
H -1.3008 -2.9085 -0.9967
H -3.5423 -2.6300 0.2939
H -2.8104 -1.1840 -0.3783
H -3.5934 -1.5570 2.3022
H -1.4947 0.2548 0.1248
H -0.6000 1.8409 -1.1209
H -0.0821 4.2164 -1.4744
H -1.5861 6.9191 0.0634
H -0.1339 6.4502 -0.8274
H -0.0620 6.7158 0.9181
H -2.6436 4.9916 3.3263
H -2.7827 6.2208 2.0636
H -1.2579 6.0091 2.9153
H -2.5069 2.8223 2.5653
H -1.5068 -1.5032 3.6148
H -1.7571 -3.0389 2.7810
H 0.5505 -2.5298 2.4335
H 0.2244 -0.8193 2.1000
H 3.2221 -1.1951 -0.1053
*
```



Run two
The following is a DFT calculation (the ωB97M-V functional and the def2-TZVPD basis) of one molecule with the formula C22H28N2O5S.

E_LUMO: 0.596 eV
frontier orbital gap: 9.827 eV
SMILES: CCOC(=O)C1(CCCc2ccccc2)CCN(C(=O)CN2C(=O)CSC2=O)CC1

Structure (ORCA input):
```
! RIJCOSX wB97M-V def2-TZVPD def2/J DEFGRID3
* xyz 0 1
C -1.7754 -4.5383 -1.6112
C -2.6774 -3.4633 -1.0225
O -1.9392 -2.2833 -0.6974
C -1.3075 -2.2662 0.4794
O -1.3414 -3.1746 1.2679
C -0.6106 -0.9274 0.7257
C -1.7593 0.0138 1.1534
C -1.3347 1.4068 1.6141
C -2.5601 2.3058 1.8308
C -3.2955 2.5576 0.5450
C -2.7558 3.4070 -0.4138
C -3.4085 3.6247 -1.6133
C -4.6141 2.9946 -1.8725
C -5.1618 2.1482 -0.9245
C -4.5052 1.9315 0.2748
C 0.0755 -0.4367 -0.5560
C 1.2190 -1.3831 -0.9330
N 2.1684 -1.4502 0.1529
C 3.3260 -0.7729 0.2337
O 4.0205 -0.7447 1.2301
C 3.7835 -0.0258 -1.0364
N 4.9658 0.7269 -0.6836
C 4.8372 1.8099 0.1500
O 3.7844 2.3243 0.4221
C 6.1883 2.2810 0.6305
S 7.4367 1.2286 -0.1511
C 6.2194 0.2176 -0.9431
O 6.4527 -0.7305 -1.6327
C 1.5874 -1.9948 1.3664
C 0.4357 -1.1037 1.8335
H -1.2490 -4.1546 -2.4823
H -2.3752 -5.3933 -1.9087
H -1.0495 -4.8625 -0.8693
H -3.1672 -3.8350 -0.1168
H -3.4268 -3.1369 -1.7462
H -2.4376 0.1171 0.3028
H -2.3114 -0.4676 1.9652
H -0.7825 1.3405 2.5520
H -0.6889 1.8719 0.8692
H -3.2281 1.8363 2.5553
H -2.2223 3.2576 2.2473
H -1.8184 3.9068 -0.2137
H -2.9779 4.2903 -2.3475
H -5.1257 3.1654 -2.8082
H -6.1034 1.6552 -1.1183
H -4.9396 1.2708 1.0121
H -0.6475 -0.3800 -1.3693
H 0.4877 0.5585 -0.3841
H 1.7022 -1.0622 -1.8544
H 0.8241 -2.3923 -1.0935
H 4.0502 -0.7261 -1.8305
H 3.0200 0.6808 -1.3683
H 6.3544 3.3254 0.3670
H 6.2475 2.1770 1.7148
H 2.3699 -2.0342 2.1248
H 1.2293 -3.0075 1.1655
H -0.0314 -1.5536 2.7095
H 0.8429 -0.1304 2.1065
*
```



Least stable = run one



Run one
The following is a DFT calculation (the ωB97M-V functional and the def2-TZVPD basis) of a 2-piece molecular cluster, C4H4NO3S overall.

E_LUMO (spin up / spin down): 3.452 / 3.152 eV
frontier orbital gap (spin up / spin down): 7.830 / 7.108 eV

Structure (ORCA input):
```
! RIJCOSX wB97M-V def2-TZVPD def2/J DEFGRID3
* xyz -1 1
C -2.0261 -3.2042 -0.3050
C -2.1153 -0.8457 -1.2306
C 0.9966 0.5841 -0.6013
C -1.6303 -1.8682 -0.1354
N -2.1036 -4.3309 -0.5124
O -1.3791 -0.2567 -2.0188
O -3.3091 -0.8177 -0.9009
O 1.8228 -1.7679 0.0972
S 0.9143 -1.2081 -0.9197
H 0.1363 1.1036 -0.5288
H 1.3770 1.0162 -1.6224
H 1.8667 0.7176 0.0480
H -1.6345 -1.4758 0.9207
*
```



Run two
The following is a DFT calculation (the ωB97M-V functional and the def2-TZVPD basis) of an isolated ion of composition C4H4NO3S and charge -1.

E_LUMO: 3.501 eV
frontier orbital gap: 6.055 eV
SMILES: COn1c([O-])csc1=O

Structure (ORCA input):
```
! RIJCOSX wB97M-V def2-TZVPD def2/J DEFGRID3
* xyz -1 1
C 0.0319 -0.3737 -2.0683
O 0.9523 -0.0662 -1.0766
N 0.3246 0.2141 0.1906
C -0.2599 -0.7942 0.9945
O -0.4424 -1.9620 0.6131
C -0.5929 -0.1948 2.1801
S -0.1707 1.4427 2.3937
C 0.5245 1.5452 0.8379
O 1.0293 2.4879 0.2908
H -0.4971 -1.2441 -1.8293
H 0.5874 -0.5989 -2.9405
H -0.4983 0.3639 -2.5404
H -0.9888 -0.8199 2.9544
*
```



Least stable = run one